<A>
Entry from the Open Molecules 2025 dataset: an isolated ion of composition C3H4NO and charge +1 (the ωB97M-V functional and the def2-TZVPD basis).

Cartesian coordinates (Å):
H: -1.8487 -1.5188 0.0242
C: 0.2317 1.0042 -0.1325
C: 1.9355 -0.6347 -0.1350
N: -1.0386 -0.9495 -0.1455
C: -1.0552 0.3037 -0.1531
H: -1.8753 0.9047 -0.0514
H: 0.3964 1.9859 0.1614
H: 1.9811 -1.3993 0.5558
O: 1.2731 0.3039 -0.1239

Results
charge	+1
molecular weight	70.07	g/mol
Kohn-Sham gap (spin up / spin down)	8.73 / 8.16	eV
HOMO energy (spin up / spin down)	-15.52 / -14.84	eV


<B>
Entry from the Open Molecules 2025 dataset: a 2-piece molecular cluster, C3H4NO overall (the ωB97M-V functional and the def2-TZVPD basis).

Cartesian coordinates (Å):
C: -1.8690 -0.3188 -0.3426
C: 1.1212 -0.1207 0.2071
H: -3.1263 1.0261 0.8114
H: 2.9373 0.5026 0.8938
H: 2.5921 -0.0545 -0.9870
C: 2.3875 0.0964 0.0073
N: -2.5094 0.4720 0.2127
O: 0.0403 -0.5253 0.3335
H: -1.5736 -1.0778 -1.1360

Results
charge	+1
molecular weight	70.07	g/mol
Kohn-Sham gap	9.02	eV
HOMO energy	-13.79	eV


<C>
Entry from the Open Molecules 2025 dataset: an isolated ion of composition C3H4NO and charge +1 (the ωB97M-V functional and the def2-TZVPD basis).

Cartesian coordinates (Å):
H: -1.6708 -1.5292 2.0597
H: -0.5109 1.4969 -0.5994
C: 0.7911 -0.1938 -1.1279
O: 0.6266 -1.3643 -1.0839
C: -1.1342 -0.8370 1.4515
H: 0.9432 1.3218 0.4531
C: 0.1763 0.8016 -0.1159
N: -0.6154 -0.0224 0.8481
H: 1.3941 0.3265 -1.8854

Results
charge	+1
molecular weight	70.07	g/mol
Kohn-Sham gap	10.63	eV
HOMO energy	-15.41	eV


<D>
Entry from the Open Molecules 2025 dataset: a 2-piece molecular cluster, C3H4NO overall (the ωB97M-V functional and the def2-TZVPD basis).

Cartesian coordinates (Å):
H: -5.0261 0.2710 -1.2518
N: 0.0614 -0.4799 -0.1268
C: -4.3411 0.0690 -0.4376
H: 1.6147 0.4608 0.6742
O: -3.7258 -0.1794 0.4486
C: 1.4765 -0.3612 -0.1007
C: -1.0466 -0.4454 0.1042
H: 1.6314 -1.3394 0.4075
H: 1.9107 -0.0527 -1.0877

Results
charge	+1
molecular weight	70.07	g/mol
Kohn-Sham gap	8.27	eV
HOMO energy	-14.95	eV


Stability verdict: <C>, ahead by 134.1 kJ/mol


<A>
Entry from the Open Molecules 2025 dataset: a 2-piece molecular cluster, C3H4NO overall (the ωB97M-V functional and the def2-TZVPD basis).

Cartesian coordinates (Å):
C: -0.0774 -0.8544 0.4709
N: -0.9821 -0.1601 0.0709
C: -1.7918 0.7028 -0.3605
C: 2.1597 -0.1558 -0.0067
O: 2.8743 0.2854 0.7906
H: 1.8090 -0.4196 -0.9071
H: -0.0822 -1.7585 1.0527
H: -2.1433 0.7345 -1.3856
H: -1.7661 1.6257 0.2750

Results
charge	+1
molecular weight	70.07	g/mol
Kohn-Sham gap (spin up / spin down)	8.41 / 8.41	eV
HOMO energy (spin up / spin down)	-14.00 / -14.00	eV


<B>
Entry from the Open Molecules 2025 dataset: an isolated ion of composition C3H4NO and charge +1 (the ωB97M-V functional and the def2-TZVPD basis).

Cartesian coordinates (Å):
C: 0.3692 0.9009 -0.2512
H: 0.5240 1.6209 -1.0897
H: -1.7699 -0.2879 0.0212
H: -1.3420 -2.0412 0.6413
C: 0.1477 -0.5575 -0.2043
H: -0.1626 1.5162 0.5441
N: 1.5570 -0.6824 0.0295
O: 1.6973 0.5525 0.1287
C: -1.0207 -1.0215 0.1803

Results
charge	+1
molecular weight	70.07	g/mol
Kohn-Sham gap	9.47	eV
HOMO energy	-17.42	eV


Stability verdict: <A>, ahead by 136.5 kJ/mol


<A>
Entry from the Open Molecules 2025 dataset: one molecule with the formula C8H6N2O (the ωB97M-V functional and the def2-TZVPD basis).

Cartesian coordinates (Å):
N: 0.9989 -1.9009 0.1329
N: 0.5600 1.3868 -0.6305
H: -1.0933 0.0634 1.8298
C: -0.1640 3.0430 0.8650
H: 1.5990 -3.8846 -0.3679
H: -1.0604 -3.3659 -1.7329
C: 0.7010 -2.9897 -0.5286
C: -0.6797 0.7399 1.2770
C: 0.0715 0.4966 0.1156
H: -0.1494 4.1545 1.1451
C: -0.8517 2.1351 1.7097
H: 0.9509 3.2058 -0.9518
C: 0.1985 -1.0022 -0.2830
O: -0.7689 -1.5096 -1.0795
H: -1.2398 2.2716 2.6961
C: 0.5247 2.6267 -0.3096
C: -0.4285 -2.8441 -1.2626

Results
charge	0
molecular weight	146.15	g/mol
Kohn-Sham gap	10.04	eV
HOMO energy	-9.26	eV


<B>
Entry from the Open Molecules 2025 dataset: one molecule with the formula C8H6N2O (the ωB97M-V functional and the def2-TZVPD basis).

Cartesian coordinates (Å):
H: -0.2336 -0.7938 2.7498
C: -2.0234 -0.0081 -1.6053
C: 0.2906 -0.2506 1.9476
H: 0.9632 0.7014 -0.5776
H: -0.2781 1.1242 -2.4750
C: -0.1216 0.5627 -0.4541
C: 0.7868 -1.3425 0.8883
H: -2.5613 -0.1929 -2.5627
C: -2.0544 -0.1081 0.7144
C: -0.4802 -0.1439 0.6820
N: -2.5937 -0.4062 -0.4885
C: 0.2547 -2.6730 1.0230
H: 1.0158 0.4678 2.3456
C: -0.7793 0.6283 -1.6753
N: -0.1130 -3.7137 1.3373
H: 1.7983 -1.3308 0.3077
O: -2.7118 0.2581 1.6621

Results
charge	0
molecular weight	146.15	g/mol
Kohn-Sham gap (spin up / spin down)	8.12 / 8.12	eV
HOMO energy (spin up / spin down)	-9.41 / -9.41	eV


Stability verdict: <A>, ahead by 59.8 kJ/mol


<A>
Entry from the Open Molecules 2025 dataset: one molecule with the formula C8H8O5 (the ωB97M-V functional and the def2-TZVPD basis).

Cartesian coordinates (Å):
C: 0.1287 0.2110 -2.5361
H: 0.3894 -1.5123 -1.0708
O: -0.3097 -0.3107 -3.6815
O: -1.9274 -1.4756 3.2258
H: 0.8249 2.0939 -3.1854
C: 0.1321 1.7254 -2.3673
H: -1.6619 1.9382 -2.1024
O: -1.8395 -0.3234 1.2127
H: 0.3979 -1.4242 3.4883
C: 1.0923 0.6775 0.8737
C: 0.1166 -0.9445 2.4578
O: -1.0666 2.3360 -2.7416
C: 0.6616 0.6536 -0.4009
H: 0.2553 -1.0101 -3.9933
H: -2.7817 -1.0881 3.3885
O: 0.6290 1.9131 -1.0201
H: 1.9593 -0.1026 2.5169
C: 0.3836 -0.3933 -1.3712
H: 1.4988 1.6804 1.2880
C: -1.3250 -0.9058 2.1432
C: 1.0863 -0.1794 1.9561

Results
charge	0
molecular weight	184.15	g/mol
Kohn-Sham gap	8.20	eV
HOMO energy	-8.10	eV


<B>
Entry from the Open Molecules 2025 dataset: one molecule with the formula C8H8O5 (the ωB97M-V functional and the def2-TZVPD basis).

Cartesian coordinates (Å):
O: -1.0914 1.6960 1.4434
C: -0.0420 -0.5135 0.1567
C: -2.8955 1.8344 -0.0423
H: 2.4425 -0.3975 1.1587
H: 0.8076 2.2876 -0.2248
O: -2.1221 -3.4481 -0.1020
C: -1.6629 1.1964 0.5199
O: -2.9278 2.6249 -1.0049
C: 1.0611 0.1359 -0.2832
H: 2.4145 -1.5155 -0.3399
C: 2.4545 -0.5156 0.1237
H: 0.5358 1.6821 -1.7528
H: 3.2217 0.1630 -0.2478
C: -0.1632 -1.9101 0.6633
H: -3.6325 1.6801 0.6820
O: -1.3084 0.0814 -0.1214
C: 1.2050 1.4911 -0.8974
H: 2.3158 1.4698 -1.0577
C: -1.0763 -2.9192 -0.0172
O: 0.1315 -3.0853 -0.3029
H: 0.3322 -2.0379 1.6468

Results
charge	0
molecular weight	184.15	g/mol
Kohn-Sham gap	9.99	eV
HOMO energy	-9.93	eV


Stability verdict: <A>, ahead by 125.1 kJ/mol


<A>
Entry from the Open Molecules 2025 dataset: a 2-piece molecular cluster, C8H10OS overall (the ωB97M-V functional and the def2-TZVPD basis).

Cartesian coordinates (Å):
H: 1.4113 -1.8981 -1.0301
H: -1.1321 1.2635 -0.1014
C: 0.5026 0.3006 -2.2399
C: -0.0005 -2.0522 0.5471
H: -1.9935 0.4999 -1.2910
C: 1.7428 1.3177 1.4815
C: -0.0194 -0.3100 -1.1314
H: 1.2262 1.0875 2.4173
C: 0.5401 -1.4968 -0.5224
H: 2.4196 0.6496 1.1045
H: -2.9590 -0.1639 0.7361
H: 0.2773 -2.9361 1.0380
S: 1.6213 2.6131 0.4723
H: 1.2231 -0.1085 -2.9242
O: 1.1786 3.8889 1.0458
C: -1.1865 0.3082 -0.5485
C: -1.9459 -0.4867 0.5014
H: 0.1664 1.2531 -2.5201
C: -1.2802 -1.4959 1.1260
H: -1.7921 -2.2340 1.8392

Results
charge	0
molecular weight	154.23	g/mol
Kohn-Sham gap	7.63	eV
HOMO energy	-8.00	eV


<B>
Entry from the Open Molecules 2025 dataset: one molecule with the formula C8H10OS (the ωB97M-V functional and the def2-TZVPD basis).

Cartesian coordinates (Å):
H: -0.4125 2.2191 -0.9994
H: 0.3648 3.1788 1.1413
H: 2.3919 1.2648 0.0785
C: -0.6619 0.3347 -0.2997
S: -2.2013 0.7798 0.3232
C: 1.3879 1.6874 0.0608
H: -3.7084 -1.2158 0.8521
H: 1.6141 -1.3473 -0.9624
H: 0.6374 1.2252 -1.8772
C: -1.7269 -1.7263 -0.0125
H: 1.5878 -1.6259 1.1528
O: 1.0384 -2.2674 0.7730
C: 0.6943 -1.8253 -0.5668
C: -2.6998 -0.9093 0.5011
H: 2.0849 2.7801 1.5264
H: -1.8059 -2.8833 -0.0808
C: 0.2320 1.3527 -0.9308
C: 1.2836 2.6792 0.8954
C: -0.6022 -1.0131 -0.4250
H: 0.5018 -2.6883 -1.1501

Results
charge	0
molecular weight	154.23	g/mol
Kohn-Sham gap	9.44	eV
HOMO energy	-8.61	eV


Stability verdict: <B>, ahead by 168.7 kJ/mol